A structure of composition C23H48NO13PS at a distorted geometry. Source: OMol25; level of theory: ωB97M-V/def2-TZVPD.

Element x y z (Å)
1 C 2.024 1.003 0.054
2 C 2.040 0.219 -1.262
3 O 0.809 -0.488 -1.467
4 C -0.163 0.141 -2.241
5 C -1.476 0.445 -1.466
6 P -1.721 2.271 -1.292
7 N -0.639 2.935 -0.424
8 O -3.202 2.476 -0.791
9 O -1.666 2.836 -2.789
10 C -2.656 -0.079 -2.324
11 O -2.927 -1.382 -1.768
12 S -2.987 -1.026 -0.216
13 O -4.080 -0.190 0.059
14 O -2.935 -2.153 0.611
15 O -1.612 -0.215 -0.240
16 H 2.234 2.047 -0.108
17 H 1.046 0.940 0.495
18 H 2.763 0.602 0.733
19 H 2.288 0.861 -2.091
20 H 2.831 -0.510 -1.197
21 H 0.191 1.079 -2.661
22 H -0.402 -0.516 -3.072
23 H -1.052 3.419 0.364
24 H -3.184 2.694 0.164
25 H -2.177 2.269 -3.392
26 H -2.484 -0.106 -3.388
27 H -3.550 0.529 -2.211
28 C 6.161 2.934 -3.352
29 C 4.737 2.445 -3.333
30 O 4.330 1.701 -2.471
31 C 3.835 2.927 -4.444
32 H 6.697 2.515 -2.505
33 H 6.653 2.617 -4.270
34 H 6.182 4.023 -3.284
35 H 4.234 2.615 -5.410
36 H 3.764 4.015 -4.422
37 H 2.841 2.505 -4.316
38 C -2.255 2.480 4.422
39 C -2.344 1.859 3.057
40 O -2.767 2.481 2.101
41 C -1.881 0.429 2.933
42 H -2.615 3.506 4.384
43 H -2.865 1.912 5.126
44 H -1.219 2.472 4.758
45 H -2.478 -0.220 3.576
46 H -0.829 0.352 3.214
47 H -2.007 0.132 1.902
48 C 8.815 -0.630 -3.193
49 C 9.402 0.519 -3.976
50 O 8.699 1.334 -4.523
51 C 10.908 0.604 -4.043
52 H 7.730 -0.573 -3.223
53 H 9.135 -1.579 -3.624
54 H 9.145 -0.582 -2.154
55 H 11.313 -0.296 -4.509
56 H 11.322 0.701 -3.038
57 H 11.196 1.470 -4.632
58 C -7.553 -1.877 4.071
59 C -6.154 -1.949 3.503
60 O -5.187 -1.997 4.226
61 C -6.024 -1.954 2.001
62 H -7.506 -1.880 5.157
63 H -8.045 -0.962 3.737
64 H -8.136 -2.737 3.737
65 H -6.450 -1.038 1.589
66 H -6.545 -2.820 1.587
67 H -4.975 -2.008 1.731
68 C -4.827 -3.873 -2.352
69 C -4.958 -4.474 -3.729
70 O -5.401 -3.841 -4.657
71 C -4.508 -5.906 -3.894
72 H -5.183 -2.846 -2.371
73 H -5.421 -4.441 -1.634
74 H -3.782 -3.881 -2.041
75 H -5.089 -6.559 -3.240
76 H -3.451 -5.998 -3.640
77 H -4.654 -6.216 -4.925
78 C 0.955 1.178 8.129
79 C 0.851 0.580 6.747
80 O 0.428 1.219 5.813
81 C 1.298 -0.851 6.585
82 H 0.603 2.206 8.107
83 H 0.345 0.606 8.830
84 H 1.992 1.163 8.466
85 H 0.702 -1.504 7.223
86 H 2.350 -0.948 6.859
87 H 1.172 -1.156 5.549

Frontier orbital gap   9.334 eV
Highest occupied orbital energy   -8.877 eV
Charge   0
LUMO level   0.457 eV
2S+1   1